[1]
The following is a DFT calculation (the ωB97M-V functional and the def2-TZVPD basis) of C34H30Cl2MgN6O2Se as an isolated structure.

Calculated values
ΔE to the lowest compared entry with this formula, charge and spin ... 0.0 kcal/mol
Calculated total energy ... -144622.389 eV
Frontier orbital gap ... 7.3758 eV

The geometry in XYZ format:
```
76
Properties=species:S:1:pos:R:3:forces:R:3
Mg -0.2963 1.3298 -0.1108 0.272 -0.054 0.148
C -0.5495 4.3749 0.9070 0.066 -0.166 -0.080
C 0.1400 3.8358 2.1714 -0.008 -0.085 -0.052
C -0.4873 2.5933 2.7673 0.094 -0.034 -0.165
C -1.4744 2.7172 3.7340 -0.004 0.039 0.049
C -2.0576 1.5788 4.2579 -0.044 -0.040 0.036
C -1.6105 0.3394 3.8298 0.007 0.014 0.043
C -0.6226 0.3017 2.8647 0.080 0.079 -0.184
N -0.0809 1.3966 2.3175 -0.198 0.172 0.167
N -0.2003 3.6470 -0.3322 0.173 0.113 -0.010
C -1.1842 3.9038 -1.3959 0.075 -0.093 0.045
C -1.2036 2.7890 -2.4252 0.273 -0.026 0.153
C -2.1380 2.7876 -3.4493 0.016 0.072 -0.059
C -2.1074 1.7595 -4.3701 -0.081 0.000 -0.078
C -1.1459 0.7656 -4.2537 -0.013 -0.007 -0.023
C -0.2794 0.8234 -3.1864 0.105 0.129 0.207
N -0.2968 1.8149 -2.2813 -0.456 0.006 -0.283
C 1.1541 3.9843 -0.8086 -0.087 -0.158 0.075
C 2.2290 3.0752 -0.2532 -0.275 -0.133 0.031
C 3.5384 3.5014 -0.1017 0.047 0.048 0.017
C 4.4781 2.6071 0.3827 0.045 0.015 0.000
C 4.0801 1.3203 0.7093 0.034 -0.003 0.004
C 2.7516 0.9787 0.5387 -0.261 0.038 -0.072
N 1.8435 1.8355 0.0579 0.367 0.133 -0.038
H -0.2931 5.4349 0.7885 0.005 0.054 0.002
H -1.6282 4.3025 1.0362 -0.009 -0.022 0.017
H 0.0923 4.6255 2.9224 -0.006 0.029 0.010
H 1.1970 3.6457 1.9828 0.005 0.021 0.006
H -1.7917 3.7013 4.0559 0.004 -0.020 -0.003
H -2.8511 1.6569 4.9904 0.019 -0.001 -0.009
H -2.0277 -0.5792 4.2188 0.008 0.017 -0.009
H -0.2589 -0.6419 2.4728 -0.003 0.015 -0.014
H -0.9711 4.8548 -1.9002 -0.035 0.058 -0.033
H -2.1771 3.9823 -0.9560 0.002 -0.042 0.025
H -2.8837 3.5704 -3.5038 0.012 -0.013 0.002
H -2.8377 1.7247 -5.1688 0.015 0.000 0.010
H -1.0981 -0.0608 -4.9489 0.003 0.023 0.007
H 0.4527 0.0436 -3.0144 -0.021 -0.007 0.032
H 1.3968 5.0313 -0.5961 0.020 0.041 0.029
H 1.1685 3.8646 -1.8925 0.008 0.010 -0.024
H 3.8081 4.5201 -0.3499 0.005 -0.012 -0.002
H 5.5083 2.9140 0.5135 -0.017 -0.001 -0.007
H 4.7797 0.5913 1.0946 -0.015 0.010 0.003
H 2.3770 -0.0072 0.7850 0.001 0.066 -0.022
Se -5.1571 2.0534 0.2896 0.147 0.042 -0.023
C -3.3799 1.9040 0.3896 -0.137 0.078 0.148
N -2.2174 1.8464 0.4712 -0.263 -0.084 -0.106
Cl 3.5692 -2.4134 0.2608 -0.086 -0.094 -0.009
C 2.6521 -3.6307 1.1181 -0.022 0.003 -0.004
C 3.1129 -4.0196 2.3576 0.019 -0.020 -0.011
C 2.4498 -5.0154 3.0576 -0.040 0.029 -0.027
C 1.3388 -5.6004 2.4817 0.009 -0.056 0.016
C 0.8797 -5.2007 1.2350 -0.064 -0.137 0.102
Cl -0.5129 -6.0504 0.6216 0.030 -0.104 0.136
C 1.5054 -4.1829 0.5044 0.084 0.135 -0.073
N 1.1259 -3.7114 -0.7325 0.138 -0.016 -0.120
C -0.0743 -4.0292 -1.4505 0.188 -0.018 0.027
C -0.0025 -4.8931 -2.5325 0.026 -0.015 -0.077
C -1.1421 -5.1961 -3.2641 -0.001 0.053 0.098
C -2.3557 -4.6213 -2.9057 0.093 0.020 0.068
C -2.4164 -3.7506 -1.8256 -0.009 -0.001 -0.030
C -1.2796 -3.4474 -1.0838 -0.232 0.228 -0.031
C -1.3439 -2.4852 0.0767 0.010 -0.173 -0.028
C -0.9408 -1.0916 -0.3747 0.352 0.024 -0.128
O -1.7445 -0.4239 -1.0295 0.092 -0.018 0.008
O 0.2330 -0.6403 -0.0558 -0.524 -0.212 0.108
H 4.0002 -3.5484 2.7577 -0.016 0.004 -0.001
H 2.7979 -5.3333 4.0305 -0.001 0.005 -0.018
H 0.8028 -6.3906 2.9900 0.005 0.014 -0.005
H 1.4701 -2.7780 -0.9096 0.002 0.009 -0.004
H 0.9565 -5.3318 -2.7792 -0.024 0.002 -0.010
H -1.0827 -5.8786 -4.1023 -0.004 0.012 0.010
H -3.2546 -4.8482 -3.4653 0.018 0.002 0.006
H -3.3579 -3.2916 -1.5487 0.008 -0.006 -0.010
H -0.6998 -2.8181 0.8914 -0.047 0.023 -0.006
H -2.3738 -2.4172 0.4257 0.018 -0.015 0.049
```
Forces are in eV/Å.

=====

[2]
The following is a DFT calculation (the ωB97M-V functional and the def2-TZVPD basis) of C34H30F5N3O3Tc as an isolated structure in a non-equilibrium geometry.

Calculated values
Calculated total energy ... -62133.107 eV
Charge ... +1
Frontier orbital gap ... 5.7225 eV

The geometry in XYZ format:
```
76
Properties=species:S:1:pos:R:3:forces:R:3
Tc -0.1448 -0.0496 -0.5018 0.993 -1.593 1.745
C 1.9336 -1.8378 -2.5548 0.347 0.072 0.091
N 0.5320 -1.4183 -2.5288 -0.310 0.404 0.461
C -0.3226 -2.6296 -2.5531 -0.413 -0.372 0.144
C -1.1526 -2.9235 -1.2925 0.161 0.027 0.001
C -0.4115 -2.9138 0.0537 -0.084 -0.447 -0.502
N -0.2601 -1.5879 0.5937 0.045 0.952 -0.868
C -0.4391 -1.4502 2.0133 -0.074 0.480 0.570
C 0.2329 -0.1633 2.5188 -0.203 -0.072 -0.380
C 1.3161 -0.1377 3.4515 0.489 0.468 0.580
C 1.8436 0.9529 4.0477 -0.006 -1.005 -0.103
C 1.5105 2.3155 3.7799 -0.296 0.552 -0.515
C 0.8996 2.8534 2.7010 0.487 0.388 0.485
C 0.4714 2.2134 1.4608 0.030 -0.061 -0.494
O 0.5779 2.8014 0.3905 0.061 0.110 0.456
C 0.2607 -0.5567 -3.6937 -0.007 0.225 -0.429
C 1.0917 0.7307 -3.8114 -0.134 -0.162 0.224
C 0.8838 1.8096 -2.7164 0.792 0.186 -0.344
N -0.3294 1.5664 -1.9918 -0.723 0.060 0.122
C -1.3798 2.1680 -2.4003 0.133 0.045 -0.129
C -2.7199 1.8390 -1.9919 -0.383 -0.644 0.613
C -3.8155 2.5090 -2.5399 0.097 -0.072 0.071
C -5.1050 2.1023 -2.2646 -0.013 0.076 -0.002
C -5.3271 1.0327 -1.4048 0.124 0.066 -0.035
C -4.2656 0.3570 -0.8370 0.611 -0.170 0.079
C -2.9461 0.7322 -1.1329 -1.450 1.552 -1.114
O -1.9193 0.0593 -0.6682 -1.270 -0.539 0.236
H 2.1737 -2.3326 -3.5048 -0.074 0.000 0.040
H 2.1319 -2.5373 -1.7448 -0.020 0.025 0.060
H 2.5991 -0.9853 -2.4401 -0.052 -0.074 -0.025
H 0.3096 -3.5024 -2.7415 0.004 0.089 -0.103
H -1.0295 -2.5649 -3.3859 0.146 0.036 -0.017
H -1.5659 -3.9255 -1.4294 -0.031 0.037 -0.053
H -1.9975 -2.2364 -1.2324 -0.030 -0.099 0.020
H 0.5750 -3.3797 -0.0651 0.012 -0.055 0.133
H -0.9749 -3.5271 0.7651 0.054 0.036 -0.026
H -0.2009 -2.3623 2.5638 -0.011 0.002 -0.031
H 1.6833 -1.1158 3.7327 0.104 -0.052 0.117
H 2.5971 0.7974 4.8078 0.020 -0.068 0.034
H 1.8787 3.0156 4.5200 -0.048 0.116 -0.015
H 0.8599 3.9347 2.6405 -0.023 0.046 0.006
H -0.8024 -0.2959 -3.6763 0.073 -0.107 -0.026
H 0.4449 -1.1292 -4.6177 -0.100 0.003 0.139
H 0.8191 1.1582 -4.7782 -0.001 -0.028 0.003
H 2.1529 0.4951 -3.8673 0.039 0.016 -0.100
H 0.8689 2.7942 -3.1959 -0.065 -0.059 0.122
H 1.6980 1.8055 -2.0019 -0.018 0.055 -0.105
H -1.2990 2.9339 -3.1779 0.135 -0.060 0.082
H -3.6406 3.3507 -3.1933 0.032 0.072 -0.114
H -5.9412 2.6093 -2.7214 -0.039 0.073 0.014
H -6.3371 0.7234 -1.1820 -0.052 -0.040 0.029
H -4.4388 -0.4774 -0.1752 0.023 -0.113 0.088
F 6.9393 -1.0003 0.7952 -0.163 0.019 -0.024
C 5.6717 -0.7288 0.5159 -0.408 0.082 -0.128
C 5.3396 0.3420 -0.3115 -0.073 -0.196 0.149
F 6.2961 1.0975 -0.8431 -0.103 -0.086 0.101
C 4.0110 0.6204 -0.6042 -0.504 -0.158 0.024
F 3.7516 1.6376 -1.4360 0.062 -0.067 0.116
C 2.9353 -0.1510 -0.1065 2.135 -0.451 0.911
O 1.6889 0.0703 -0.4113 0.320 0.699 -0.693
C 3.3217 -1.2278 0.7237 -0.224 0.353 -0.305
F 2.3607 -2.0295 1.2109 0.175 -0.011 0.005
C 4.6424 -1.5196 1.0247 0.099 0.163 -0.081
F 4.9208 -2.5703 1.7939 -0.006 0.131 -0.047
C -0.1360 0.8626 1.4569 -0.008 -0.683 -1.209
C -1.1553 0.5520 2.5118 -0.114 -0.360 -0.049
C -1.8241 -0.8111 2.3328 -0.091 -0.035 -0.240
C -2.4345 -1.2526 3.6269 0.153 -0.027 0.005
C -2.7608 -0.3794 4.5800 -0.047 -0.460 -0.013
C -2.5284 1.0418 4.4282 0.311 0.371 -0.261
C -1.7335 1.5012 3.4543 -0.229 0.244 0.230
H -2.5409 -0.9128 1.5086 -0.061 0.072 0.023
H -2.6254 -2.3083 3.7453 -0.117 -0.163 0.058
H -3.2275 -0.7152 5.4933 -0.056 -0.125 0.067
H -2.9892 1.7118 5.1348 -0.018 0.173 0.071
H -1.5034 2.5489 3.3493 -0.115 0.142 0.057
```
Forces are in eV/Å.

=====

[3]
The following is a DFT calculation (the ωB97M-V functional and the def2-TZVPD basis) of C34H30N8O2S4Y as an isolated structure.

Calculated values
ΔE to the lowest compared entry with this formula, charge and spin ... 17.8 kcal/mol
Calculated total energy ... -96146.420 eV
Charge ... +1
Frontier orbital gap ... 7.6908 eV

The geometry in XYZ format:
```
79
Properties=species:S:1:pos:R:3:forces:R:3
Y -0.2901 -0.0087 -0.5933 0.364 -0.345 -0.273
C 1.5577 -2.9858 -1.0847 -0.042 0.018 -0.116
N 1.2071 -2.0767 0.0167 -0.031 0.077 0.138
C 0.3745 -2.7485 1.0468 -0.009 -0.006 0.042
C -1.0943 -2.8615 0.7417 -0.064 -0.013 0.056
C -1.7904 -4.0407 0.9259 0.007 -0.009 0.003
C -3.1691 -4.0389 0.7595 -0.003 0.038 -0.013
C -3.8071 -2.8576 0.4239 -0.026 -0.065 0.015
C -3.0371 -1.7214 0.2415 0.006 0.035 -0.005
N -1.7128 -1.7269 0.3906 -0.052 -0.034 0.098
C 2.4652 -1.6658 0.6799 -0.011 0.049 0.030
C 2.3771 -0.3022 1.3013 0.042 -0.008 0.020
C 2.7570 -0.0497 2.6039 0.065 0.026 -0.004
C 2.8026 1.2674 3.0375 -0.013 -0.021 0.008
C 2.4893 2.2773 2.1468 -0.020 0.095 -0.041
C 2.0747 1.9335 0.8704 0.069 -0.084 0.100
N 1.9973 0.6682 0.4579 -0.252 -0.016 -0.097
C 0.4604 -3.2290 -2.0820 -0.068 -0.122 -0.028
C 0.5866 -4.2944 -2.9656 0.020 -0.048 0.057
C -0.4115 -4.5175 -3.8931 -0.042 0.004 -0.017
C -1.5186 -3.6828 -3.8864 0.011 -0.021 0.020
C -1.5584 -2.6441 -2.9762 -0.006 -0.058 0.021
N -0.5752 -2.3950 -2.0999 0.074 0.159 -0.045
H 1.8948 -3.9499 -0.6825 0.048 0.011 0.002
H 2.4005 -2.5537 -1.6287 -0.004 0.052 0.023
H 0.4321 -2.1352 1.9534 0.028 -0.010 0.015
H 0.7899 -3.7373 1.2716 0.005 -0.008 0.000
H -1.2648 -4.9456 1.2003 0.007 0.010 0.004
H -3.7358 -4.9503 0.8967 -0.001 0.004 0.002
H -4.8795 -2.8124 0.3009 0.006 0.020 -0.010
H -3.4881 -0.7734 -0.0324 0.010 0.013 0.001
H 3.2461 -1.6063 -0.0786 0.006 -0.032 -0.009
H 2.7814 -2.4125 1.4147 -0.004 -0.009 0.005
H 3.0193 -0.8658 3.2632 -0.001 -0.002 -0.007
H 3.0873 1.4983 4.0553 0.005 0.005 -0.006
H 2.5345 3.3169 2.4400 -0.006 -0.007 -0.009
H 1.7764 2.6808 0.1489 -0.007 0.003 -0.009
H 1.4580 -4.9354 -2.9184 -0.008 0.007 0.008
H -0.3362 -5.3349 -4.5979 0.003 0.003 0.001
H -2.3385 -3.8272 -4.5753 -0.005 0.007 0.006
H -2.3994 -1.9666 -2.9454 0.003 0.021 -0.021
S -2.0701 0.5605 -2.6427 -0.113 0.093 0.033
C -0.5449 0.4816 -3.4044 0.032 -0.018 -0.053
N 0.5838 0.3484 -2.7269 0.127 0.149 -0.250
C 1.6904 0.2627 -3.5568 0.063 -0.062 -0.073
C 3.0116 0.1195 -3.1387 -0.045 0.003 -0.008
C 4.0045 0.0293 -4.0978 0.012 0.004 0.066
C 3.6959 0.0847 -5.4573 -0.002 0.007 -0.069
C 2.3877 0.2367 -5.8841 0.014 -0.002 0.021
C 1.3896 0.3224 -4.9227 -0.038 0.016 0.059
S -0.3320 0.5116 -5.1305 0.068 -0.027 0.030
H 3.2381 0.1073 -2.0786 0.017 0.004 -0.009
H 5.0376 -0.0736 -3.7922 -0.008 -0.004 0.004
H 4.4900 0.0158 -6.1885 -0.009 0.001 0.003
H 2.1507 0.2879 -6.9383 0.005 -0.001 0.000
N -0.9113 7.3017 3.8075 0.014 -0.012 0.017
C -1.0815 6.1674 3.0628 -0.004 -0.067 -0.075
C -2.2565 5.4082 3.1617 0.016 0.057 0.047
C -2.4075 4.2490 2.4340 -0.077 -0.113 -0.011
C -1.3827 3.8141 1.5991 0.029 -0.250 -0.132
C -0.2204 4.5658 1.4747 0.039 0.044 -0.028
C -0.0683 5.7296 2.1948 -0.023 0.008 0.030
S -1.5651 2.3186 0.7035 -0.048 0.001 0.188
O -2.9632 2.1101 0.4339 -0.081 0.177 0.119
O -0.6572 2.3621 -0.4616 -0.006 0.112 0.111
N -0.9244 1.0570 1.4586 0.078 0.110 -0.191
C -1.4765 0.4560 2.5582 -0.227 -0.112 0.320
S -3.0936 0.7385 3.1487 0.039 -0.072 0.060
C -2.8282 -0.4361 4.3837 0.004 0.105 -0.076
C -1.5892 -0.9562 4.2507 0.001 -0.074 0.000
N -0.8238 -0.4615 3.2217 0.016 0.101 -0.096
H -1.7125 7.7177 4.2480 -0.006 0.002 -0.011
H -0.1790 7.9379 3.5465 -0.014 0.025 0.017
H -3.0580 5.7441 3.8075 0.008 0.005 0.004
H -3.3263 3.6808 2.4962 0.014 0.040 -0.002
H 0.5441 4.2584 0.7771 0.009 0.012 -0.001
H 0.8304 6.3237 2.0809 -0.006 -0.001 -0.002
H -3.5769 -0.6565 5.1258 0.008 0.001 -0.003
H -1.1680 -1.7137 4.8963 -0.011 0.003 -0.001
```
Forces are in eV/Å.

=====

Which of these has the lowest calculated total energy?
C34H30Cl2MgN6O2Se

=====

What is the frontier orbital gap in the first record?
7.3758 eV